A molecular structure, CH4IOPS at a distorted geometry. Source: the OMol25 dataset; level of theory: the ωB97M-V functional and the def2-TZVPD basis.

Last column: Löwdin charge in e.
Element x y z (Å)
C -0.559 -0.878 0.482  -0.19
H -1.546 -1.395 0.415  0.01
H -0.865 0.186 0.459  0.00
S 2.368 -0.046 -1.151  0.43
H 0.132 -1.143 1.259  -0.03
O 2.201 0.607 -2.718  -0.58
I 1.395 -3.418 -1.007  0.29
P 0.697 -1.218 -1.577  0.10
H 2.308 -0.025 -3.386  -0.03

Its spin multiplicity is 1. The HOMO energy comes out at -8.76 eV. The calculation puts the energy relative to the best compared isomer or geometry (same formula, charge and spin) at 3.376 eV. The HOMO-LUMO gap comes out at 8.496 eV. As for the LUMO energy: -0.3 eV.

=====

2 unconnected molecules or ions with the total composition C2H8ClN2PS at a distorted geometry. Source: the OMol25 dataset; level of theory: the ωB97M-V functional and the def2-TZVPD basis.

Last column: Löwdin charge in e.
Element x y z (Å)
H 0.675 -2.734 0.355  0.12
C 0.434 -1.673 0.732  -0.17
Cl -1.988 1.721 1.181  0.38
S 2.208 0.878 1.623  0.21
H -0.608 -1.690 1.178  0.11
H -1.247 2.667 1.438  -0.27
N 0.766 1.721 -1.202  -0.20
H -1.049 -1.594 -1.174  0.05
H 1.070 2.660 -1.364  -0.01
H -1.545 -0.023 -0.773  -0.01
H 1.110 -1.410 1.509  -0.01
C -0.775 -0.606 -1.121  -0.14
H -0.536 -0.106 -2.152  0.11
P 1.084 0.824 0.016  0.24
N 0.400 -0.634 -0.244  -0.42

Its spin multiplicity is 1. The HOMO energy comes out at -9.28 eV. The calculation puts the energy relative to the best compared isomer or geometry (same formula, charge and spin) at 2.438 eV. The HOMO-LUMO gap comes out at 9.792 eV. As for the LUMO energy: 0.5 eV.

=====

A molecular structure, C22H20BrF4I2N4Re. Source: the OMol25 dataset; level of theory: the ωB97M-V functional and the def2-TZVPD basis.

Last column: Mulliken spin population.
Element x y z (Å)
H -0.816 -3.154 0.275  0.00
H 0.163 2.249 1.263  0.00
H 0.102 -4.086 -0.928  0.00
H 1.819 3.171 2.845  0.00
H 2.669 -0.460 0.654  0.02
C 1.042 2.328 -2.001  0.01
C 1.454 3.516 -2.542  -0.02
C 1.964 1.365 3.995  -0.01
C 0.574 1.621 2.045  -0.01
Re -0.605 -0.147 -0.714  0.46
C -4.173 -1.694 1.182  0.01
H 0.253 -1.495 3.396  0.00
C 2.717 3.997 -2.216  0.12
H 1.884 -0.539 4.982  0.00
C 1.556 -2.040 -0.280  0.01
C 1.513 0.060 4.161  0.00
H -4.407 -1.857 2.226  0.00
F 3.905 1.413 0.004  0.01
H 1.250 -2.279 0.737  0.00
C 3.529 3.267 -1.367  -0.03
H 3.066 4.938 -2.628  0.00
H 1.347 -1.245 -2.811  0.00
C 1.487 2.145 2.942  0.00
H -6.041 -2.469 0.432  0.00
N 0.311 -1.988 -1.097  0.00
H 2.198 -2.848 -0.636  0.00
H -5.440 -2.006 -1.949  0.00
F 0.668 4.179 -3.363  0.00
H -2.153 -0.691 2.834  0.00
C -3.522 -1.207 -1.436  0.04
N -0.848 -0.226 1.311  -0.05
N -2.637 -0.904 -0.482  -0.04
C -0.508 -3.196 -0.768  0.00
C 3.116 2.053 -0.837  0.08
N 1.297 0.350 -0.718  0.31
H 3.098 -0.691 -1.034  0.01
C 0.590 -0.472 3.274  0.00
C 2.264 -0.701 -0.332  -0.03
C 1.838 1.550 -1.148  0.03
H -0.314 -1.834 -3.124  0.00
C -5.086 -2.029 0.176  0.02
H -1.376 -3.238 -1.420  -0.01
C -2.967 -1.141 0.816  0.01
F 4.716 3.719 -1.038  0.00
Br 3.206 2.085 5.193  0.00
C 0.133 0.314 2.222  -0.01
I -3.459 4.697 -1.703  0.00
C 0.609 -2.005 -2.563  0.01
H -3.249 -0.969 -2.458  0.00
H 0.999 -2.983 -2.849  0.00
C -4.756 -1.778 -1.142  0.00
F -0.159 1.790 -2.317  0.01
I -2.859 2.260 -0.826  0.00
C -1.959 -0.697 1.766  0.06

Its spin multiplicity is 2. The HOMO energy (alpha / beta) comes out at -16.55 / -16.56 eV. The calculation puts the energy relative to the best compared isomer or geometry (same formula, charge and spin) at 0.000 eV. The charge is +3. The HOMO-LUMO gap (alpha / beta) comes out at 5.061 / 4.654 eV. As for the LUMO energy (alpha / beta): -11.5 / -11.9 eV.

=====

A molecular structure, C26H43Cl3IrO2P2 at a distorted geometry. Source: the OMol25 dataset; level of theory: the ωB97M-V functional and the def2-TZVPD basis.

Last column: Mulliken spin population.
Element x y z (Å)
H 4.835 -1.198 -0.398  0.00
C 4.122 2.509 0.299  0.03
H -2.589 -2.992 2.512  0.03
H 2.324 0.486 -0.824  0.20
C -0.692 0.484 2.260  0.12
H -2.505 -3.556 -1.032  0.00
H -1.219 0.197 3.176  0.01
H -3.932 1.389 -2.153  0.00
C 1.230 -0.459 0.777  0.06
O -1.525 -2.321 3.765  0.01
Cl 0.625 -1.388 5.402  0.00
H 2.789 2.473 -3.778  0.00
H -5.529 1.826 0.613  0.02
C -0.328 1.648 -0.744  -0.16
H 2.323 -1.040 -5.624  0.00
H -4.611 0.560 3.116  0.00
C -2.853 -2.621 -1.478  -0.03
C -0.133 -0.489 1.476  0.05
C -4.429 1.787 0.668  0.00
Cl -1.048 -2.135 7.648  0.00
C 3.271 -0.994 -5.077  0.00
H -3.024 -3.851 0.997  0.00
H 1.614 -1.113 -1.278  -0.02
Cl -1.819 0.135 5.987  0.00
C 0.339 0.603 -1.467  0.25
C -3.851 0.445 0.496  0.36
C -3.889 0.294 -2.088  0.02
C -3.881 -0.585 1.446  0.32
H 5.138 2.209 -2.431  0.01
H 6.201 0.976 -1.679  0.01
C 2.942 1.668 -4.506  0.00
H 5.393 0.481 -4.144  0.00
C -2.925 -1.557 -0.445  0.25
H 1.916 0.218 1.328  0.01
H -0.024 3.340 0.445  0.00
H -3.193 -0.088 -2.852  0.00
C -1.930 -2.392 4.966  0.00
P 3.028 0.066 -3.598  0.03
H -0.460 -1.503 1.770  -0.03
H -4.149 2.220 1.635  0.01
H 3.870 1.834 -5.071  0.00
C -3.322 -0.091 -0.763  0.23
C 1.374 -0.178 -0.743  0.06
H 3.579 -1.995 -4.753  0.00
C 4.672 -0.337 0.268  0.01
H 3.304 2.496 1.030  0.00
H 4.004 3.400 -0.340  0.00
H 4.043 -0.563 -5.728  0.00
H -2.109 -2.286 -2.211  0.01
H -3.820 -2.776 -1.966  0.02
H -4.896 -0.139 -2.197  0.01
H 0.413 0.667 -2.569  0.01
O -2.873 -2.975 5.495  0.00
C 5.187 1.154 -2.090  0.04
H 5.085 2.569 0.836  0.02
H -1.697 2.343 1.794  -0.01
H 5.191 -0.852 -2.987  0.00
P 3.990 1.023 -0.709  0.37
H -0.846 2.389 -1.369  -0.01
C -1.032 -1.481 6.014  0.00
H 5.633 -0.013 0.700  0.01
C -0.672 1.924 1.858  0.03
H -4.291 -3.269 2.099  0.01
H 3.970 -0.611 1.063  0.00
H 2.097 1.607 -5.206  0.00
H -0.181 2.452 2.704  0.01
H 1.642 -1.474 0.942  0.00
H 1.170 2.113 0.787  0.00
C 0.104 2.253 0.572  0.03
C 4.883 0.173 -3.222  -0.01
H -4.046 2.448 -0.115  0.00
H -5.525 -0.902 2.761  0.03
C -4.509 -0.475 2.783  0.01
C -3.314 -3.039 1.660  0.01
Ir -1.357 -0.332 -0.984  1.33
H -3.940 -1.021 3.546  0.01
C -3.331 -1.767 0.926  0.21

Its spin multiplicity is 5. The HOMO energy (alpha / beta) comes out at -9.74 / -10.04 eV. The calculation puts the energy relative to the best compared isomer or geometry (same formula, charge and spin) at 1.832 eV. The charge is +1. The HOMO-LUMO gap (alpha / beta) comes out at 6.672 / 3.991 eV. As for the LUMO energy (alpha / beta): -3.1 / -6.0 eV.

=====

no.,energy (Ha)
1,-1152.91346
2,-1390.23908
3,-4715.43623
4,-3334.04712